(1)
ORCA calculation (ωB97M-V/def2-TZVPD) on a molecular structure, C23H29N3O6 at a distorted geometry.

Geometry as XYZ:
```
61
Properties=species:S:1:pos:R:3:lowdin_charge:R:1
C 5.86288 0.34335 1.52196 -0.180
H 6.76866 -0.40128 1.46711 0.170
O 4.77990 -0.31168 1.48878 -0.048
C 3.48627 0.22000 1.31500 -0.171
C 3.36328 1.45652 1.08280 -0.034
C 2.08155 2.17604 1.01733 0.053
C 0.90513 1.37432 0.95828 -0.252
C 1.02976 0.14877 0.85429 -0.012
C 2.19875 -0.49113 1.15430 -0.044
O 2.18451 -1.91521 1.34017 -0.056
C 3.13457 -2.44970 1.90064 -0.243
H 3.42677 -2.16762 2.74389 0.009
H 2.78732 -3.82393 1.90522 0.190
H 4.06287 -2.61970 1.23447 0.105
H 0.15118 -0.49289 0.77306 0.166
N -0.31235 2.08836 0.58624 -0.036
C -0.45886 2.54683 -0.67103 -0.233
O -1.59772 3.21013 -0.87451 -0.087
C 0.68737 2.73815 -1.86489 0.015
N 1.12385 1.36465 -1.82974 0.047
C 2.44492 1.09478 -2.00196 -0.400
O 3.19693 2.08956 -1.71813 0.006
C 2.85448 -0.20753 -1.84513 -0.042
C 4.03648 -0.85761 -1.68655 -0.043
C 3.87297 -2.12729 -2.01804 -0.089
C 2.60518 -2.43495 -1.78065 -0.246
O 1.91023 -1.46128 -1.85241 0.103
H 1.94219 -3.17093 -1.74263 0.120
H 4.53590 -3.10590 -1.61476 0.188
H 5.07260 -0.43401 -1.81946 0.170
H 0.54445 0.63399 -2.01707 0.109
H 0.08087 2.93401 -2.86195 0.171
H 1.44176 3.35064 -1.55460 0.074
C -1.30662 1.96883 1.45634 -0.161
H -0.84638 1.86128 2.45080 0.146
H -1.75898 3.26312 1.50823 0.236
C -2.26960 0.97169 1.04431 -0.332
O -2.29514 -0.03879 2.13552 -0.142
N -3.15430 1.29140 0.22582 0.176
H -3.08929 2.23796 -0.20345 0.157
C -4.06099 0.25072 -0.14595 -0.552
C -3.63468 -0.87275 -0.62233 -0.236
C -4.65998 -1.91882 -1.39916 -0.133
C -5.63513 -2.37126 -0.32845 -0.104
C -6.33354 -0.90293 0.13079 -0.023
C -5.00741 -0.09815 0.76160 -0.159
H -5.54072 0.77004 1.20113 0.131
H -4.51017 -0.67225 1.63364 0.156
H -6.91834 -1.13097 0.88025 0.029
H -6.90354 -0.38482 -0.54467 0.074
H -6.32685 -2.83651 -0.82165 0.040
H -5.06318 -2.72383 0.40262 0.067
H -3.90365 -2.72320 -1.90957 0.155
H -5.00008 -1.46810 -2.16614 0.017
H -2.65621 -0.74724 -1.52117 0.182
H -2.92004 -1.34843 0.15829 0.144
H -4.67533 0.79321 -1.18880 0.237
H 2.02039 3.34280 0.92388 0.160
H 4.24919 2.33903 1.35653 0.211
H 6.01506 0.89455 0.79363 0.020
H 5.98087 0.95595 2.19793 0.023
```

HOMO energy	-8.24	eV
energy relative to the best compared isomer or geometry (same formula, charge and spin)	546.6	kcal/mol
calculated total energy	-1508.728613	a.u.
charge	0
HOMO-LUMO gap	0.3025	hartree
maximum force	16.0	eV/Å

---

(2)
ORCA calculation (ωB97M-V/def2-TZVPD) on a molecular structure, C2HCl4NO at a distorted geometry.

Geometry as XYZ:
```
9
Properties=species:S:1:pos:R:3:lowdin_charge:R:1
C 1.47268 -0.41295 0.11071 -0.502
C -1.28882 -0.07614 -0.08477 -1.620
N 0.46435 0.47024 0.09120 -0.543
O 1.36241 -1.60303 0.17815 -0.002
Cl -1.27328 -1.41009 -1.17092 0.666
Cl -1.70195 -0.51149 1.54322 0.629
Cl -2.14763 1.28639 -0.66756 0.611
Cl 0.66784 2.13895 -0.09905 0.637
H 2.44441 0.11812 0.09903 0.124
```

HOMO energy	-9.88	eV
energy relative to the best compared isomer or geometry (same formula, charge and spin)	22.8	kcal/mol
calculated total energy	-2047.483504	a.u.
charge	0
HOMO-LUMO gap	0.3624	hartree
maximum force	4.5	eV/Å

---

Which value of maximum force does entry 2 give? 4.5 eV/Å

---

Number 2 is which compound? C2HCl4NO

---

What is the HOMO energy in the first record? -8.24 eV